{"formula": "C22H25NO", "method": "the ωB97M-V functional and the def2-TZVPD basis", "elements": ["C", "C", "O", "C", "C", "H", "H", "H", "H", "H", "C", "H", "H", "H", "C", "C", "C", "H", "C", "C", "H", "H", "C", "H", "H", "C", "C", "H", "H", "H", "H", "C", "C", "H", "C", "C", "C", "H", "H", "H", "C", "N", "C", "H", "C", "H", "H", "C", "H"], "coordinates": [[-2.946, -1.485, 0.159], [2.193, -0.149, -1.925], [2.588, -2.687, 0.199], [1.997, 1.109, -1.132], [-2.541, 2.278, -0.215], [-1.080, 1.873, 2.798], [-3.381, 0.716, -1.400], [-1.693, -0.466, 2.338], [1.923, 0.024, -2.969], [-4.869, -1.327, 1.136], [-2.574, -0.042, 0.437], [-4.924, -1.028, -0.603], [-2.755, -1.473, -1.876], [-1.633, 3.638, 1.168], [-0.160, -1.021, -1.489], [2.561, 2.497, 0.756], [0.840, 3.190, -0.754], [-4.734, -2.678, -0.005], [-1.014, -2.258, -1.171], [1.723, -1.667, 0.007], [0.441, 1.875, -2.387], [-0.394, -0.680, -2.501], [-2.878, 0.963, -0.475], [-2.787, 3.047, -0.934], [-0.404, -0.216, -0.796], [2.763, 1.355, 0.001], [2.802, -2.789, 1.523], [3.528, 0.650, 0.291], [3.243, -0.447, -1.887], [-0.850, -3.010, -1.951], [3.163, 2.671, 1.637], [-1.929, 0.305, 1.617], [1.597, 3.416, 0.382], [2.061, -1.693, 3.254], [1.384, -1.115, 1.208], [1.337, -1.327, -1.395], [-4.471, -1.639, 0.174], [3.471, -3.559, 1.854], [0.097, 3.910, -1.063], [-2.529, -2.111, 0.958], [1.036, 2.042, -1.501], [-2.440, -2.031, -1.089], [-1.894, 2.611, 0.962], [1.443, 4.310, 0.969], [2.087, -1.849, 2.195], [0.722, -0.290, 1.372], [-0.690, -2.688, -0.219], [-1.587, 1.620, 1.878], [1.564, -2.201, -2.017]], "nbo_charge": [-0.058, -0.423, -0.421, 0.067, -0.221, 0.214, 0.197, 0.212, 0.212, 0.211, -0.041, 0.199, 0.348, 0.213, -0.412, -0.201, -0.207, 0.219, -0.215, 0.357, 0.207, 0.198, -0.179, 0.210, 0.220, -0.238, 0.069, 0.214, 0.216, 0.188, 0.210, -0.222, -0.227, 0.224, -0.354, -0.280, -0.598, 0.202, 0.210, 0.194, -0.236, -0.622, -0.213, 0.210, -0.306, 0.240, 0.197, -0.207, 0.222], "homo_lumo_gap_ev": 9.1493, "lumo_energy_ev": 0.8, "smiles": "C[C@@H](NCC[C@@H](Cc1ccccc1)c1ccco1)c1ccccc1", "e_tot_ev": -26757.17121, "homo_ev": -8.30, "e_above_lowest_ev": 1.0704}

---

{"formula": "C22H25NO2S2", "method": "the ωB97M-V functional and the def2-TZVPD basis", "elements": ["H", "C", "C", "H", "C", "H", "C", "H", "N", "C", "C", "H", "C", "H", "C", "H", "H", "H", "C", "C", "C", "H", "S", "C", "C", "H", "H", "C", "H", "H", "H", "H", "H", "H", "C", "H", "O", "C", "H", "C", "C", "C", "H", "H", "H", "C", "H", "H", "C", "O", "S", "C"], "coordinates": [[-2.388, -2.338, -1.800], [4.774, 2.458, -0.496], [-3.552, -0.537, -1.462], [-0.329, 1.966, -2.276], [4.694, 1.206, 0.123], [-6.964, -0.333, -1.562], [1.132, 1.284, 1.276], [-0.601, 3.097, 3.741], [-1.232, -0.173, -0.812], [3.559, 0.846, 0.849], [-0.616, 2.092, 3.298], [-1.652, 1.742, 3.207], [0.273, 1.705, -1.394], [-4.411, -3.788, -2.078], [1.303, -4.261, -1.532], [-4.935, 1.122, -1.365], [1.317, 1.481, 4.091], [2.642, -2.578, -1.421], [2.665, 3.077, 0.527], [-5.970, -0.778, -1.615], [-4.847, 0.037, -1.477], [1.908, 3.824, 0.793], [0.728, -0.329, 1.663], [2.468, 1.738, 0.928], [-0.026, 0.341, -0.901], [3.893, 4.433, -0.611], [1.341, 1.790, -1.628], [3.780, 3.414, -0.246], [3.467, -0.121, 1.354], [1.457, -4.237, -2.619], [0.886, -0.968, 3.889], [-0.112, 1.034, 5.071], [5.644, 2.712, -1.116], [-6.699, -2.792, -1.899], [1.086, -0.707, -1.004], [1.935, -3.054, 0.162], [2.262, -0.377, -1.118], [-5.816, -2.160, -1.810], [-2.486, 1.383, -1.363], [0.281, 1.123, 4.049], [-2.379, 0.292, -1.198], [0.208, -0.251, 3.405], [0.014, 2.456, -0.623], [-0.819, -0.652, 3.391], [5.523, 0.501, 0.049], [1.746, -2.960, -0.918], [1.935, -5.059, -1.129], [0.256, -4.506, -1.324], [-3.398, -1.917, -1.723], [0.661, -1.982, -1.064], [-0.078, 2.423, 1.611], [-4.528, -2.722, -1.892]], "nbo_charge": [0.240, -0.179, -0.132, 0.207, -0.221, 0.217, -0.349, 0.231, -0.475, -0.129, -0.519, 0.221, -0.692, 0.217, -0.628, 0.214, 0.221, 0.210, -0.183, -0.225, -0.166, 0.229, 0.261, -0.153, 0.177, 0.216, 0.258, -0.234, 0.231, 0.210, 0.222, 0.225, 0.214, 0.216, 0.743, 0.184, -0.638, -0.194, 0.155, -0.421, 0.158, -0.543, 0.210, 0.215, 0.216, -0.079, 0.213, 0.218, -0.156, -0.510, 0.294, -0.219], "homo_lumo_gap_ev": 4.5680, "lumo_energy_ev": -1.7, "e_tot_ev": -50471.43693, "homo_ev": -6.25, "e_above_lowest_ev": 1.9631}

---

{"formula": "C22H25NO4", "method": "the ωB97M-V functional and the def2-TZVPD basis", "elements": ["H", "H", "H", "C", "H", "C", "H", "H", "H", "H", "O", "C", "C", "H", "H", "H", "H", "O", "H", "H", "C", "N", "H", "C", "O", "C", "H", "C", "C", "C", "O", "C", "H", "H", "C", "C", "C", "H", "C", "H", "C", "H", "H", "H", "C", "H", "C", "C", "C", "H", "C", "C"], "coordinates": [[3.818, -2.021, 5.641], [2.841, 2.407, -0.454], [-1.931, 4.471, -4.011], [1.966, -1.700, 1.746], [-3.110, -1.703, 1.480], [0.857, -1.595, 0.921], [2.961, -1.768, 1.339], [-1.611, -1.482, 3.290], [2.217, -2.795, 5.576], [-3.949, 0.623, 1.136], [0.995, 2.487, -1.209], [0.694, -1.508, -0.508], [-0.669, -1.404, -0.742], [1.218, -1.625, -3.470], [2.571, -0.537, -3.189], [-0.816, -1.897, -2.801], [-0.340, 1.211, 0.773], [2.912, -1.834, 3.872], [-0.447, 4.221, -4.962], [2.350, -1.017, 5.697], [-1.176, 3.738, -4.313], [-1.345, -1.417, 0.446], [-3.303, -1.309, -0.238], [1.774, -1.730, 3.122], [2.940, -1.814, -1.079], [-1.399, -1.393, -2.038], [0.922, -0.023, -2.769], [-2.298, 1.252, -0.081], [-2.479, 2.366, -2.206], [-0.436, -1.512, 1.478], [-0.445, 3.262, -3.213], [-3.062, 1.678, -1.149], [1.571, 2.560, 0.785], [-2.375, 0.606, 1.954], [-0.931, 1.531, -0.070], [-2.887, 0.408, 1.012], [1.609, -0.863, -2.799], [0.339, -1.677, 4.731], [2.799, -1.920, 5.269], [-1.662, 2.923, -4.861], [0.485, -1.653, 3.663], [-3.102, 2.689, -3.025], [1.844, 0.995, -0.033], [-2.352, -1.912, -1.949], [1.844, 2.082, -0.162], [-1.597, -0.373, -2.368], [-0.627, -1.541, 2.849], [-2.727, -1.088, 0.661], [1.829, -1.455, -1.421], [-4.122, 1.475, -1.173], [-1.119, 2.622, -2.216], [-0.329, 2.198, -1.122]], "nbo_charge": [0.199, 0.203, 0.175, -0.239, 0.210, -0.048, 0.254, 0.211, 0.173, 0.218, -0.497, -0.284, 0.309, 0.225, 0.239, 0.236, 0.231, -0.496, 0.202, 0.171, -0.250, -0.379, 0.212, 0.294, -0.570, -0.669, 0.223, -0.048, -0.313, 0.166, -0.482, -0.182, 0.175, 0.218, -0.312, -0.428, -0.713, 0.218, -0.250, 0.173, -0.310, 0.221, 0.188, 0.222, -0.255, 0.245, -0.240, -0.198, 0.574, 0.201, 0.238, 0.338], "homo_lumo_gap_ev": 8.4052, "lumo_energy_ev": 0.7, "smiles": "COc1ccc2c(c1)c(C(C)=O)c(C)n2CCc1ccc(OC)c(OC)c1", "e_tot_ev": -32899.49853, "homo_ev": -7.74, "e_above_lowest_ev": 1.9086}

---

{"formula": "C22H26AgN5O3", "method": "the ωB97M-V functional and the def2-TZVPD basis", "elements": ["C", "H", "H", "C", "C", "H", "C", "C", "H", "H", "H", "H", "H", "C", "C", "H", "C", "C", "H", "H", "H", "N", "Ag", "H", "H", "C", "C", "H", "H", "C", "C", "C", "O", "H", "C", "H", "C", "N", "N", "H", "C", "H", "H", "C", "C", "N", "C", "O", "N", "H", "H", "C", "C", "H", "O", "H", "H"], "coordinates": [[-2.001, -2.394, -0.030], [2.651, -1.185, 1.430], [-0.020, -4.210, -4.384], [4.019, 0.967, 0.304], [0.313, -4.962, -3.661], [-2.711, -1.916, 0.636], [7.339, -1.724, -2.936], [4.834, 2.087, 0.386], [3.126, 4.199, -1.622], [3.200, 0.022, 2.611], [-1.842, -5.145, -1.978], [7.890, -1.601, -2.005], [7.656, -0.958, -3.649], [4.265, -2.162, -5.821], [-1.526, -4.235, -1.491], [4.303, -0.858, -1.371], [5.308, -2.028, -4.913], [2.958, -2.034, -5.397], [-0.792, 2.933, -1.289], [1.204, -5.462, -4.040], [-3.166, 2.618, -1.592], [-1.368, 2.428, -0.620], [-0.330, 0.302, 0.167], [-0.478, -5.702, -3.523], [1.655, -1.618, -3.753], [3.531, -0.738, 1.898], [2.856, 1.016, -0.483], [4.093, -1.512, 2.418], [1.660, 2.207, -1.774], [3.709, -1.615, -3.149], [0.140, -2.538, -1.032], [5.044, -1.758, -3.584], [0.711, -4.366, -2.453], [7.548, -2.714, -3.353], [3.372, 3.300, -1.073], [5.722, 2.027, 0.997], [-0.254, -3.731, -1.675], [1.964, -0.049, -0.560], [1.482, -2.213, -1.304], [-1.645, 3.087, 0.112], [2.549, 2.196, -1.159], [5.161, 4.114, -0.216], [1.910, -2.961, -1.843], [-2.393, -3.565, -0.646], [-0.728, -1.812, -0.197], [-2.488, 1.896, -1.339], [2.678, -1.756, -4.069], [4.429, -0.183, 0.957], [3.506, -1.294, -1.816], [4.485, -2.369, -6.857], [-2.942, 1.211, -0.742], [2.264, -1.129, -1.200], [4.520, 3.248, -0.298], [-3.381, -3.970, -0.482], [5.984, -1.585, -2.599], [6.324, -2.137, -5.261], [2.145, -2.131, -6.100]], "nbo_charge": [-0.268, 0.194, 0.174, 0.216, -0.237, 0.192, -0.246, -0.225, 0.210, 0.172, 0.209, 0.202, 0.176, -0.232, -0.286, 0.432, -0.276, -0.218, 0.368, 0.196, 0.335, -0.698, 0.703, 0.172, 0.224, -0.250, 0.167, 0.192, 0.210, 0.201, 0.126, 0.244, -0.543, 0.176, -0.216, 0.222, 0.234, -0.664, -0.604, 0.350, -0.255, 0.213, 0.427, -0.231, -0.475, -0.661, -0.276, -0.531, -0.659, 0.212, 0.361, 0.644, -0.231, 0.204, -0.506, 0.218, 0.212], "homo_lumo_gap_ev": 7.6188, "lumo_energy_ev": 0.5, "e_tot_ev": -40825.17687, "homo_ev": -7.16}